{
  "formula": "C5H11NO",
  "method": "ωB97M-V with the def2-TZVPD basis set",
  "elements": ["C", "C", "C", "C", "C", "N", "O", "H", "H", "H", "H", "H", "H", "H", "H", "H", "H", "H"],
  "coordinates": [[-1.13, -0.99, -1.02], [1.30, 1.08, -0.29], [2.39, -0.80, 0.47], [-2.46, 0.80, 0.10], [1.59, -0.12, -0.50], [-1.52, -0.33, 0.02], [-1.17, -0.85, 1.22], [-1.60, -0.41, -1.87], [0.62, 1.77, -0.87], [1.78, 1.60, 0.55], [-0.66, -1.65, 0.98], [1.81, -0.84, 1.46], [2.69, -1.74, 0.19], [3.27, -0.18, 0.72], [-2.22, 1.40, 0.97], [-3.45, 0.38, 0.10], [-2.37, 1.40, -0.90], [1.13, -0.54, -1.33]],
  "mulliken_spin": [1.452, 0.003, -0.006, 0.071, 0.142, 0.248, 0.085, 0.095, -0.007, 0.002, -0.003, 0.005, 0.000, -0.001, 0.010, -0.031, 0.014, -0.078],
  "total_charge": 0,
  "max_force_ev_per_a": 7.3,
  "e_lumo_ev": [0.9526, -1.4624],
  "orbital_gap_ev": [6.403, 7.558],
  "mol_weight_g_mol": 101.15,
  "multiplicity": 3,
  "relative_energy_kcal_mol": 68.8
}


{
  "formula": "C5H11NO",
  "method": "ωB97M-V with the def2-TZVPD basis set",
  "elements": ["C", "N", "C", "C", "C", "C", "H", "H", "H", "H", "H", "H", "H", "H", "H", "H", "H", "O"],
  "coordinates": [[-2.52, -0.38, -0.04], [-1.06, -0.66, -0.29], [-0.01, 0.34, -0.52], [-0.07, 1.63, 0.02], [2.52, 0.04, -0.88], [1.19, -0.31, -0.99], [-2.54, 0.47, 0.62], [-3.02, 0.13, -0.98], [-3.12, -1.29, 0.33], [-0.95, -1.57, -0.77], [-1.13, 2.05, 0.05], [0.76, 2.49, 0.19], [2.87, 0.92, -0.34], [3.26, -0.46, -1.53], [1.01, -1.42, -1.47], [0.79, -0.38, 2.90], [0.74, -0.74, 1.51], [1.27, -0.86, 2.21]],
  "mulliken_spin": [-0.004, 0.294, 0.073, 0.509, 0.054, 0.035, 0.003, 0.020, 0.002, -0.009, 0.014, 0.003, 0.002, 0.001, 0.000, 0.001, -0.002, 0.004],
  "total_charge": 1,
  "max_force_ev_per_a": 4.5,
  "e_lumo_ev": [-5.1487, -7.5417],
  "orbital_gap_ev": [9.464, 6.684],
  "mol_weight_g_mol": 101.15,
  "multiplicity": 2,
  "relative_energy_kcal_mol": 80.1
}


{
  "formula": "C5H11NO2",
  "method": "ωB97M-V with the def2-TZVPD basis set",
  "elements": ["C", "N", "C", "C", "O", "C", "C", "O", "H", "H", "H", "H", "H", "H", "H", "H", "H", "H", "H"],
  "coordinates": [[-1.58, 1.25, 1.30], [-1.01, 0.11, 0.61], [-1.36, -1.24, 1.13], [0.22, 0.37, 0.05], [0.66, 1.52, 0.04], [1.04, -0.72, -0.56], [1.57, -0.19, -1.92], [2.72, 0.60, -1.70], [-2.62, 1.13, 1.64], [-0.99, 1.51, 2.18], [-1.60, 2.15, 0.69], [-0.94, -1.98, 0.47], [-2.44, -1.24, 0.98], [-1.09, -1.27, 2.19], [1.90, -1.08, 0.02], [0.43, -1.58, -0.87], [1.93, -0.99, -2.59], [0.74, 0.30, -2.46], [2.41, 1.35, -1.17]],
  "lowdin_charge": [-0.072, -0.148, -0.022, -0.463, 0.041, -0.086, -0.259, -0.069, 0.087, 0.096, 0.090, 0.068, 0.090, 0.095, 0.135, 0.104, 0.121, 0.123, 0.068],
  "total_charge": 0,
  "max_force_ev_per_a": 2.6,
  "smiles": "CN(C)C(=O)CCO",
  "e_lumo_ev": 0.8128,
  "orbital_gap_ev": 10.347,
  "mol_weight_g_mol": 117.15,
  "relative_energy_kcal_mol": 25.1
}


{
  "formula": "C5H11NO2",
  "method": "ωB97M-V with the def2-TZVPD basis set",
  "elements": ["C", "C", "C", "O", "H", "H", "H", "H", "H", "H", "H", "H", "C", "C", "N", "O", "H", "H", "H"],
  "coordinates": [[-0.52, 0.39, -0.43], [-0.60, 0.21, -1.92], [-1.70, -0.18, 0.33], [-0.27, 1.70, 0.00], [0.28, 2.15, -0.65], [0.38, -0.36, 0.64], [-1.53, 0.64, -2.31], [-1.77, -1.25, 0.15], [0.24, 0.69, -2.43], [-0.57, -0.85, -2.17], [-1.61, 0.01, 1.40], [-2.63, 0.30, -0.02], [1.21, -0.65, -0.18], [1.35, -0.73, 1.78], [1.65, 0.16, 2.61], [1.29, -1.75, -0.70], [1.56, 1.11, 2.24], [1.87, 0.22, -0.34], [1.38, -1.80, 1.99]],
  "lowdin_charge": [-0.505, -0.037, -0.028, -0.001, 0.105, 0.088, 0.096, 0.102, 0.093, 0.092, 0.090, 0.095, -0.408, -0.126, 0.091, -0.042, 0.058, 0.138, 0.100],
  "total_charge": 0,
  "max_force_ev_per_a": 0.6,
  "e_lumo_ev": 0.5153,
  "orbital_gap_ev": 8.367,
  "mol_weight_g_mol": 117.15,
  "relative_energy_kcal_mol": 130.0
}